# 1
{
  "formula": "C6H6N2",
  "method": "ωB97M-V/def2-TZVPD",
  "elements": ["C", "C", "C", "C", "C", "C", "H", "H", "H", "H", "H", "H", "N", "N"],
  "xyz": [[2.109, 0.200, -0.131], [0.639, 0.217, -0.107], [0.023, -0.666, 0.936], [-1.081, -0.592, -0.113], [-1.403, 0.848, -0.169], [-0.181, 1.395, -0.108], [0.487, -1.651, 1.035], [-0.214, -0.167, 1.898], [-1.931, -1.301, -0.320], [0.456, -1.567, -1.178], [-2.313, 1.357, -0.182], [0.182, 2.419, -0.217], [3.279, 0.192, -0.158], [-0.052, -0.684, -1.186]],
  "nbo_charge": [0.29, -0.09, -0.35, -0.12, -0.17, -0.18, 0.22, 0.21, 0.22, 0.34, 0.23, 0.24, -0.30, -0.54],
  "de_lowest_kj_mol": 272.94,
  "homo_ev": -9.82,
  "total_charge": 0
}

# 2
{
  "formula": "C6H6N2",
  "method": "ωB97M-V/def2-TZVPD",
  "elements": ["C", "C", "C", "N", "N", "C", "C", "C", "H", "H", "H", "H", "H", "H"],
  "xyz": [[1.983, 0.247, -0.250], [1.373, -1.057, -0.076], [-0.163, -0.586, 0.168], [-1.396, -0.992, -0.470], [-2.393, -0.064, -0.263], [-1.751, 1.012, 0.219], [-0.315, 0.745, 0.187], [0.913, 1.190, -0.249], [2.947, 0.596, -0.094], [1.816, -2.188, 0.392], [-0.247, -1.312, 1.070], [-1.807, -1.805, -0.074], [-2.230, 2.024, -0.052], [1.268, 2.190, -0.508]],
  "nbo_charge": [-0.24, -0.20, -0.14, -0.37, -0.18, -0.05, -0.13, -0.19, 0.22, 0.24, 0.24, 0.37, 0.22, 0.21],
  "de_lowest_kj_mol": 492.46,
  "smiles": "C1=C[C@@H]2NN=CC2=C1",
  "homo_ev": -8.12,
  "total_charge": 0
}

# 3
{
  "formula": "C6H6N2",
  "method": "ωB97M-V/def2-TZVPD",
  "elements": ["C", "C", "N", "C", "C", "N", "C", "C", "H", "H", "H", "H", "H", "H"],
  "xyz": [[1.527, 0.205, -2.196], [0.595, -0.405, -1.744], [-0.189, -0.928, -0.576], [-0.975, -1.975, -0.714], [-1.582, -2.993, -0.896], [-0.163, -0.290, 0.537], [0.198, 0.890, 0.784], [0.104, 1.585, 2.058], [2.021, 0.845, -2.916], [-2.289, -3.733, -1.198], [0.515, 1.521, -0.031], [-0.637, 2.310, 1.841], [-0.086, 0.805, 2.750], [0.960, 2.163, 2.301]],
  "nbo_charge": [-0.27, 0.11, -0.27, 0.18, -0.28, -0.22, 0.08, -0.65, 0.25, 0.24, 0.15, 0.23, 0.23, 0.22],
  "de_lowest_kj_mol": 605.59,
  "smiles": "C#CN(C#C)/N=C/C",
  "homo_ev": -8.30,
  "total_charge": 0
}

# 4
{
  "formula": "C6H6N2",
  "method": "ωB97M-V/def2-TZVPD",
  "elements": ["C", "C", "C", "C", "C", "C", "N", "N", "H", "H", "H", "H", "H", "H"],
  "xyz": [[-2.955, -0.220, -0.262], [-1.769, -0.162, -0.121], [-0.315, 0.080, 0.171], [0.173, 1.308, 0.824], [0.653, 0.917, -0.602], [1.888, 0.106, -0.518], [1.632, -1.021, 0.017], [0.389, -1.144, 0.331], [-4.004, -0.378, -0.595], [0.992, 1.246, 1.601], [-0.537, 2.123, 0.819], [0.396, 1.575, -1.471], [2.924, 0.333, -0.784], [0.025, -1.915, 1.035]],
  "nbo_charge": [-0.22, -0.02, 0.01, -0.42, -0.27, -0.06, -0.20, -0.40, 0.25, 0.23, 0.24, 0.24, 0.21, 0.41],
  "de_lowest_kj_mol": 375.51,
  "smiles": "C#C[C@]12C[C@H]1C=NN2",
  "homo_ev": -8.22,
  "total_charge": 0
}

# 5
{
  "formula": "C6H6N2O2",
  "method": "ωB97M-V/def2-TZVPD",
  "elements": ["O", "C", "C", "C", "N", "C", "O", "N", "H", "H", "H", "H", "C", "C", "H", "H"],
  "xyz": [[2.415, -0.545, -0.881], [1.242, -0.707, -0.389], [0.859, -1.151, 0.878], [-0.361, -1.183, 1.455], [-1.360, -0.693, 0.753], [-1.121, -0.253, -0.493], [-2.267, 0.037, -1.028], [0.108, -0.520, -1.141], [1.577, -1.474, 1.615], [-0.529, -1.259, 2.445], [-2.483, -0.631, 0.854], [0.180, -0.074, -1.984], [-0.190, 2.595, 0.272], [0.917, 2.558, 0.699], [-1.135, 2.715, -0.443], [1.889, 2.121, 0.959]],
  "nbo_charge": [-0.60, 0.62, -0.41, 0.11, -0.58, 0.77, -0.67, -0.59, 0.24, 0.21, 0.48, 0.42, -0.28, -0.25, 0.28, 0.26],
  "de_lowest_kj_mol": 371.33,
  "smiles": "O=c1cc[nH]c(=O)[nH]1.C#C",
  "homo_ev": -9.42,
  "total_charge": 0
}

# 6
{
  "formula": "C6H6N2O2",
  "method": "ωB97M-V/def2-TZVPD",
  "elements": ["C", "C", "C", "C", "C", "C", "N", "N", "O", "O", "H", "H", "H", "H", "H", "H"],
  "xyz": [[2.176, 0.732, -0.234], [2.478, -0.591, -0.246], [0.864, 1.203, 0.042], [-0.032, 0.238, 0.306], [1.501, -1.603, 0.040], [-2.727, 0.458, 0.359], [-4.421, -1.083, -0.191], [0.223, -1.052, 0.313], [1.638, -2.806, 0.067], [-3.202, -0.603, -0.009], [2.939, 1.465, -0.458], [3.470, -0.944, -0.483], [0.623, 2.248, 0.019], [-3.166, 1.376, 0.709], [-4.326, -2.042, -0.530], [-0.506, -1.730, 0.506]],
  "nbo_charge": [-0.12, -0.37, -0.48, 0.36, 0.61, 0.21, -0.12, -0.64, -0.63, -0.34, 0.21, 0.23, 0.23, 0.13, 0.31, 0.41],
  "de_lowest_kj_mol": 381.10,
  "multiplicity": 3,
  "homo_ev": [-7.65, -7.91],
  "total_charge": 0
}

# 7
{
  "formula": "C6H6N2O3S",
  "method": "ωB97M-V/def2-TZVPD",
  "elements": ["C", "C", "C", "C", "C", "C", "N", "N", "O", "O", "O", "S", "H", "H", "H", "H", "H", "H"],
  "xyz": [[-0.084, -2.851, 0.380], [-0.835, -1.799, -0.071], [1.289, -1.361, -0.133], [0.751, 1.048, 1.530], [0.017, 0.474, -0.915], [1.559, 1.382, 0.436], [1.270, -2.535, 0.356], [0.071, -0.775, -0.460], [0.589, -0.108, 1.895], [2.879, 0.389, -1.588], [3.586, -0.282, 0.656], [2.501, 0.047, -0.223], [-0.411, -3.854, 0.718], [-1.788, -1.769, -0.522], [0.155, 1.874, 2.071], [-0.648, 1.191, -0.498], [0.619, 0.678, -1.855], [1.775, 2.374, -0.060]],
  "nbo_charge": [-0.06, -0.07, 0.18, 0.31, -0.04, -0.59, -0.38, -0.44, -0.55, -0.94, -0.91, 2.12, 0.23, 0.22, 0.14, 0.23, 0.26, 0.28],
  "de_lowest_kj_mol": 508.21,
  "homo_ev": [-9.50, -9.50],
  "total_charge": 0
}

# 8
{
  "formula": "C6H6N2OS",
  "method": "ωB97M-V/def2-TZVPD",
  "elements": ["H", "N", "C", "C", "C", "C", "C", "O", "H", "H", "H", "H", "C", "N", "S", "H"],
  "xyz": [[-3.044, 0.749, 1.118], [-2.353, 0.777, 1.885], [-1.127, 0.696, 1.681], [-0.290, 0.417, 0.502], [-0.647, 0.233, -0.834], [0.555, -0.025, -1.515], [1.521, -0.009, -0.534], [1.054, 0.277, 0.629], [-0.717, 0.990, 2.687], [-1.597, 0.650, -1.226], [0.801, 0.043, -2.622], [2.503, -0.407, -0.425], [-0.649, -1.428, 2.654], [0.356, -1.906, 2.355], [1.743, -2.334, 1.837], [-1.661, -1.520, 3.063]],
  "nbo_charge": [0.34, -0.64, 0.06, 0.15, -0.26, -0.33, 0.14, -0.36, 0.21, 0.24, 0.24, 0.21, 0.11, -0.41, 0.03, 0.27],
  "de_lowest_kj_mol": 394.22,
  "smiles": "[H]/N=C\\c1ccco1.C#[N+][S-]",
  "homo_ev": -8.38,
  "total_charge": 0
}

# 9
{
  "formula": "C6H6N2S",
  "method": "ωB97M-V/def2-TZVPD",
  "elements": ["C", "C", "C", "N", "C", "C", "N", "S", "C", "H", "H", "H", "H", "H", "H"],
  "xyz": [[1.612, -0.087, 3.102], [0.952, 0.512, 2.290], [0.027, 1.274, 1.571], [-0.154, 2.507, 1.254], [-1.126, 2.598, 0.307], [-1.588, 1.400, -0.119], [-0.928, 0.456, 0.589], [-1.033, -1.203, 0.320], [0.276, -1.351, -0.925], [2.221, -0.427, 3.875], [-1.444, 3.472, -0.059], [-2.159, 1.162, -1.022], [0.334, -0.368, -1.595], [0.029, -2.170, -1.647], [1.320, -1.426, -0.542]],
  "nbo_charge": [-0.14, -0.08, 0.28, -0.38, -0.11, -0.04, -0.54, 0.46, -0.80, 0.23, 0.20, 0.23, 0.23, 0.24, 0.23],
  "de_lowest_kj_mol": 243.18,
  "smiles": "C#Cc1nccn1SC",
  "homo_ev": -8.48,
  "total_charge": 0
}

# 10
{
  "formula": "C6H6N3OP",
  "method": "ωB97M-V/def2-TZVPD",
  "elements": ["C", "C", "C", "C", "C", "C", "N", "N", "N", "O", "P", "H", "H", "H", "H", "H", "H"],
  "xyz": [[0.848, -0.319, -1.916], [1.663, -0.570, -0.735], [-0.480, -0.160, -1.855], [-0.236, -0.542, 0.582], [-0.929, -0.763, 1.726], [1.145, -0.957, 2.683], [-0.169, -0.867, 2.849], [1.829, -0.931, 1.596], [1.075, -0.588, 0.458], [-1.602, 0.090, -2.391], [-2.851, 0.931, -1.591], [1.386, -0.377, -2.755], [2.765, -0.805, -0.794], [-1.981, -0.862, 1.984], [1.852, -1.213, 3.523], [-2.214, 2.321, -1.741], [-2.221, 0.889, -0.345]],
  "nbo_charge": [-0.41, -0.05, 0.50, 0.00, -0.02, 0.23, -0.52, -0.31, -0.16, -0.72, 0.66, 0.23, 0.23, 0.23, 0.19, -0.04, -0.03],
  "de_lowest_kj_mol": 604.78,
  "homo_ev": [-7.07, -7.07],
  "total_charge": 0
}